# 1
77
Properties=species:S:1:pos:R:3:forces:R:3 method="wB97M-V/def2-TZVPD" largest_force_ev_per_a=12.9 homo_lumo_gap_ev=1.7 homo_energy_ha=-0.403 total_charge=+1 mol_weight_g_mol=745.656 energy_ev=-124793.1883
Al 6.007361 16.321890 -1.691941 0.2 -0.6 0.8
N 4.597933 15.640063 0.616673 -0.8 3.5 0.7
S 4.512608 14.297553 1.299411 4.6 -12.0 1.1
O 3.224460 13.605053 1.239302 1.2 1.9 1.0
O 5.527271 13.916135 2.352991 -3.5 2.0 -2.6
F 5.250743 13.482591 0.038038 -0.5 1.0 0.2
S 3.786043 16.409483 1.789514 -1.4 5.3 3.9
O 3.961446 16.058099 3.217789 0.1 -0.2 -3.7
O 2.451983 16.823610 1.446846 0.6 -0.8 -0.8
F 4.590603 17.798412 1.704013 0.0 -0.5 -0.4
N 8.196062 14.551608 -2.129800 0.7 -1.7 -4.2
S 8.414742 13.673735 -3.631774 0.6 1.6 -5.2
O 7.168384 13.125037 -4.126385 1.7 0.7 1.2
O 9.714385 13.050603 -4.030252 -3.5 1.3 2.3
F 8.578358 15.102387 -4.391900 -0.4 -0.5 -0.1
S 8.884320 13.389338 -1.358142 -0.3 -1.3 7.8
O 10.227929 13.638162 -0.910710 0.0 -0.1 -1.3
O 8.396191 12.043760 -1.495467 0.8 0.9 -1.4
F 8.077112 13.827104 -0.045163 0.0 0.0 1.0
O 7.859711 17.199845 0.274213 1.7 1.1 0.3
P 9.176695 17.567515 0.935880 -0.1 -0.8 0.2
N 9.331550 19.236068 1.384705 0.4 -1.3 -0.8
C 8.529758 20.344343 0.876008 -0.5 0.2 -0.8
C 10.318922 19.699358 2.360785 -0.6 0.2 0.2
N 10.562928 17.182123 -0.032668 0.0 0.7 -0.4
C 11.950728 17.416379 0.419132 -0.6 0.2 0.3
C 10.440465 17.534835 -1.446112 -1.5 0.1 -0.5
N 9.520274 16.639660 2.339725 -0.4 0.9 -2.4
C 9.983690 15.273085 2.200569 1.3 -1.0 -0.5
C 8.616432 16.779868 3.438114 -0.4 0.7 0.7
H 7.659847 20.580689 1.488788 -0.3 -0.5 0.1
H 8.226732 20.207826 -0.162086 -0.3 -0.4 0.1
H 9.047065 21.303194 0.842807 0.8 -0.3 0.2
H 10.984932 18.913868 2.717920 -0.5 0.0 0.4
H 9.657145 20.165142 3.091000 0.5 -0.3 1.1
H 10.935136 20.545905 2.057917 0.0 -0.1 -0.8
H 12.302149 16.603902 1.055120 0.1 0.0 -0.1
H 12.552543 17.572945 -0.476090 0.1 -0.4 0.3
H 11.996581 18.350743 0.978562 0.2 0.0 0.1
H 11.283934 17.390999 -2.121371 0.4 -0.5 0.8
H 9.604435 16.989837 -1.884429 -0.1 -0.1 0.0
H 10.211777 18.595509 -1.549972 -0.2 0.4 0.0
H 10.876791 15.116792 2.805586 0.2 0.2 0.2
H 9.298053 14.496532 2.539644 -0.6 0.4 0.1
H 10.237166 14.972687 1.183900 0.0 0.4 -0.1
H 9.224294 16.796609 4.342734 -0.2 -0.1 0.3
H 7.907778 15.951760 3.450422 -0.1 0.0 0.2
H 8.076263 17.724864 3.380710 -0.1 0.0 0.0
O 3.177784 16.317332 -2.356082 -0.8 0.4 0.9
P 1.747329 16.232827 -2.756452 0.2 1.6 -2.0
N 0.674884 17.545387 -2.295027 1.5 -0.3 0.5
C 1.167280 18.537086 -1.306502 0.9 -0.8 -0.3
C -0.766742 17.644875 -2.567759 0.9 0.7 0.0
N 0.959176 14.949065 -2.123035 -1.5 -1.5 1.3
C -0.223873 14.329412 -2.748565 0.2 1.0 -0.2
C 1.355678 14.391515 -0.812842 0.9 0.2 -0.8
N 1.615041 16.106764 -4.405179 -1.0 1.2 0.6
C 1.434436 17.214436 -5.380715 0.7 0.4 1.8
C 1.598732 14.829105 -5.018148 1.4 -0.4 -1.3
H 2.098150 18.199523 -0.850829 -0.2 -0.6 0.3
H 0.465116 18.782893 -0.509847 -0.2 0.0 -0.3
H 1.579285 19.405628 -1.820302 -0.7 0.5 -0.3
H -0.885948 18.710008 -2.766207 -0.4 0.1 -0.2
H -1.334989 17.456717 -1.656837 -0.1 -0.4 0.0
H -1.126285 17.088425 -3.433327 0.3 -0.1 0.2
H -0.690066 15.098768 -3.364084 0.0 -0.4 -0.3
H 0.100406 13.499334 -3.376189 -0.2 -0.1 0.1
H -0.984148 14.016137 -2.033068 0.4 -0.1 0.3
H 1.161133 15.000127 0.070249 -0.3 0.5 -0.1
H 0.890779 13.420507 -0.642236 0.2 0.0 -0.3
H 2.442002 14.362991 -0.897679 0.0 -0.5 0.5
H 2.028757 17.136793 -6.291123 -0.2 -0.9 0.0
H 0.376675 17.358606 -5.600850 0.1 0.4 -0.1
H 1.951771 18.046255 -4.902673 -0.8 0.7 0.0
H 0.595816 14.546013 -5.337691 0.1 -0.6 0.1
H 2.216773 14.113884 -4.475390 -0.7 -0.4 0.3
H 2.226785 14.993139 -5.893788 -0.3 -0.5 -0.5


# 2
11
Properties=species:S:1:pos:R:3:forces:R:3 method="wB97M-V/def2-TZVPD" largest_force_ev_per_a=3.7 homo_lumo_gap_ev=8.5 homo_energy_ha=-0.315 relative_energy_ev=4.338 smiles="C=C=C=N.C=O" mol_weight_g_mol=83.090 energy_ev=-7762.1885
C 1.975295 1.115354 0.619457 2.2 2.7 1.2
C 1.211086 0.175181 0.197834 1.2 0.2 0.5
C 0.652329 -0.899170 -0.106937 -0.4 -0.5 -0.1
N -0.197123 -1.710822 -0.432166 -1.2 0.7 -0.8
H 1.614211 2.167903 0.516620 0.2 -0.8 0.4
H 3.027172 1.051344 1.123582 -1.9 -0.3 -1.3
H 0.200072 -2.540415 -0.752234 0.5 -2.4 0.0
C -2.096391 0.120588 -0.317039 -0.1 1.9 0.1
O -1.275772 0.976397 -0.037537 -1.1 -0.5 -0.6
H -2.798312 0.204555 -1.192171 0.8 -0.1 0.2
H -2.312567 -0.660916 0.380589 -0.2 -0.8 0.5


# 3
48
Properties=species:S:1:pos:R:3:forces:R:3 method="wB97M-V/def2-TZVPD" largest_force_ev_per_a=1.0 homo_lumo_gap_ev=9.0 homo_energy_ha=-0.304 relative_energy_ev=0.247 smiles="CCNC(=O)NC(=O)[C@@H](C)OC(=O)Cc1coc2cc3c(cc12)CCC3" mol_weight_g_mol=358.394 energy_ev=-33279.8993
C 6.289502 -0.970335 -1.312876 -0.2 0.1 -0.1
C 4.902464 -0.576223 -1.808191 0.2 0.2 -0.1
N 3.896714 -0.813602 -0.797953 0.2 -0.5 -0.1
C 3.250849 0.180692 -0.182800 -0.3 -0.4 0.3
O 3.338082 1.361918 -0.421472 0.1 0.5 -0.1
N 2.362893 -0.237951 0.847835 0.0 0.6 0.0
C 2.159284 -1.471167 1.361700 -0.4 0.2 0.2
O 2.708397 -2.484594 0.979462 0.0 -0.4 0.1
C 1.167018 -1.510050 2.529275 0.0 -0.7 0.1
C 1.893630 -1.933829 3.803920 -0.2 0.2 -0.2
O 0.567538 -0.226398 2.699256 0.5 0.0 0.1
C -0.773738 -0.144749 2.735156 -0.4 0.2 0.2
O -1.506867 -1.092601 2.746597 0.0 0.0 0.0
C -1.192061 1.308458 2.676966 0.1 -0.1 -0.2
C -1.118094 1.699956 1.233362 0.4 0.5 -0.1
C -0.170099 2.446562 0.608115 -0.4 -0.3 0.7
O -0.405763 2.572980 -0.716654 0.2 0.2 -0.4
C -1.535417 1.874525 -0.978070 -0.8 -0.6 0.3
C -2.163705 1.716235 -2.208304 0.3 0.2 0.2
C -3.309222 0.953846 -2.206679 0.0 0.0 0.2
C -3.812338 0.363404 -1.033946 0.0 0.1 -0.1
C -3.192904 0.517647 0.181681 0.2 0.1 -0.1
C -2.032516 1.294639 0.205249 0.1 0.2 -0.5
C -5.054394 -0.420339 -1.345649 -0.1 -0.1 0.0
C -5.483440 0.122740 -2.716317 0.0 -0.1 0.0
C -4.183222 0.605526 -3.375665 0.0 0.0 -0.1
H 6.559974 -0.380015 -0.441015 0.0 0.0 0.1
H 7.025389 -0.797075 -2.092999 0.1 0.0 -0.1
H 6.310478 -2.023446 -1.041050 0.1 -0.1 0.0
H 4.645804 -1.152578 -2.702827 0.0 0.1 0.0
H 4.869247 0.488377 -2.049107 0.0 -0.2 -0.1
H 3.762665 -1.757285 -0.448908 -0.1 0.2 0.1
H 1.846116 0.528477 1.266686 0.1 -0.2 -0.2
H 0.381193 -2.238961 2.289553 0.2 0.2 0.0
H 2.409731 -2.872070 3.622831 0.0 -0.1 0.0
H 1.179639 -2.065082 4.612861 0.0 0.0 0.0
H 2.617690 -1.173483 4.087853 0.1 0.0 0.0
H -0.509732 1.916061 3.269725 -0.1 0.0 0.1
H -2.213218 1.403574 3.045482 0.1 0.0 0.1
H 0.701245 2.947574 0.984780 0.2 0.1 0.0
H -1.768132 2.170841 -3.102203 0.0 0.1 -0.1
H -3.570998 0.055719 1.080205 -0.1 -0.1 0.1
H -5.827069 -0.301003 -0.586656 0.0 -0.1 0.0
H -4.807830 -1.483892 -1.408899 -0.1 -0.1 0.0
H -6.001275 -0.623974 -3.316109 -0.1 0.0 0.0
H -6.154346 0.971644 -2.575370 0.0 0.0 0.0
H -4.341017 1.449013 -4.047308 0.0 0.0 -0.1
H -3.718144 -0.199705 -3.951524 0.0 0.0 -0.1


# 4
37
Properties=species:S:1:pos:R:3:forces:R:3 method="wB97M-V/def2-TZVPD" largest_force_ev_per_a=2.8 homo_lumo_gap_ev=7.9 homo_energy_ha=-0.323 relative_energy_ev=1.262 mol_weight_g_mol=588.349 energy_ev=-44195.0215
Pt 0.211575 0.072780 0.061296 2.5 -1.1 -0.6
O 3.785148 0.165516 2.172936 0.0 -0.1 0.0
C 2.740711 -0.085522 1.621678 -0.2 0.1 0.0
N 2.215809 0.471935 0.481888 -0.3 -0.3 -0.1
C 2.983760 1.186593 -0.398910 -0.2 0.0 0.1
O 4.178775 1.364875 -0.393507 -0.1 0.1 0.0
C 2.124056 1.749781 -1.508056 0.3 -0.1 -0.1
C 2.603943 2.750473 -2.333486 0.0 -0.1 -0.1
C 1.797336 3.207748 -3.362099 -0.1 -0.1 0.0
C 0.542310 2.638288 -3.534278 0.1 0.0 -0.1
C 0.134722 1.640349 -2.670187 0.0 0.0 -0.2
N 0.917543 1.202529 -1.681042 -1.5 0.4 1.0
C 1.801113 -1.125626 2.202970 0.3 0.0 0.1
C 2.036808 -1.641239 3.463563 0.0 -0.2 -0.1
C 1.197155 -2.633078 3.944568 0.0 0.1 -0.1
C 0.186934 -3.109860 3.120530 0.1 -0.1 0.0
C 0.020050 -2.549948 1.867070 -0.1 -0.2 0.0
N 0.796260 -1.556313 1.428020 -1.2 1.1 0.2
H 3.597421 3.134531 -2.151613 0.0 0.0 0.0
H 2.142544 3.983177 -4.032605 0.0 0.0 0.0
H -0.108051 2.955022 -4.337088 0.0 0.0 0.0
H -0.828468 1.161161 -2.780726 0.0 0.0 0.1
H 2.877393 -1.255949 4.023074 0.0 0.0 0.0
H 1.339257 -3.037621 4.937694 0.0 0.0 0.0
H -0.469734 -3.904210 3.445500 0.0 0.0 0.0
H -0.733649 -2.919518 1.186348 -0.1 0.2 0.0
F -1.646071 -2.495433 -0.830834 0.0 -0.1 -0.1
C -2.406180 -1.400289 -0.605785 0.2 0.2 0.1
C -1.795974 -0.221936 -0.204806 0.1 0.1 -0.3
C -2.666123 0.842918 -0.007112 0.2 -0.1 0.0
F -2.154260 2.032206 0.369268 -0.1 0.1 0.0
C -4.034480 0.764540 -0.188779 0.0 -0.1 0.0
F -4.816542 1.827279 0.010728 -0.1 0.0 0.0
C -4.593495 -0.440217 -0.580642 0.1 0.0 0.0
F -5.910670 -0.547825 -0.751333 -0.1 0.0 0.0
C -3.770823 -1.530965 -0.798117 0.0 0.0 0.1
F -4.296116 -2.696142 -1.186108 -0.1 0.0 0.0


# 5
10
Properties=species:S:1:pos:R:3:forces:R:3 method="wB97M-V/def2-TZVPD" largest_force_ev_per_a=5.3 homo_lumo_gap_ev="4.6 / 8.2" homo_energy_ha="0.001 / -0.137" relative_energy_ev=1.930 spin_multiplicity=3 s_squared=2.01 total_charge=-1 mol_weight_g_mol=90.062 energy_ev=-9660.1563
C -0.905856 0.475361 -0.143357 1.9 0.3 -1.5
N 0.479327 1.010370 -0.124364 -3.2 2.2 0.4
N 2.906443 0.891409 -0.114568 -0.5 -2.9 0.5
N 1.406885 0.165863 -0.021794 4.9 0.7 -0.9
O 1.464795 -1.072966 0.164788 -0.2 -2.8 0.7
O 3.784599 -0.231715 0.049330 0.7 5.2 -0.8
H -1.205048 -0.250515 0.595680 0.2 0.0 1.1
H -1.411956 1.466099 -0.001190 -0.6 -1.4 -0.8
H -1.027006 -0.218809 -1.093400 -0.4 1.7 0.8
H 3.186612 -0.921314 0.181722 -2.8 -3.0 0.5


# 6
56
Properties=species:S:1:pos:R:3:forces:R:3 method="wB97M-V/def2-TZVPD" largest_force_ev_per_a=3.5 homo_lumo_gap_ev=8.5 homo_energy_ha=-0.320 relative_energy_ev=4.654 mol_weight_g_mol=323.337 energy_ev=-34797.1852
C 0.460947 1.208346 3.504334 1.0 -1.8 -0.7
N -0.307011 1.143872 2.254981 -1.2 -0.7 2.3
C -1.199825 0.024192 2.202472 0.6 -0.9 -2.8
N -0.684467 -1.163382 1.445509 1.4 -0.6 1.1
C 1.544465 2.231458 3.353930 1.2 2.3 -0.2
N 2.243321 2.249462 2.022029 -0.3 -1.6 1.9
H 0.858200 0.209601 3.852423 0.0 0.7 -0.8
H -0.226713 1.451509 4.287736 -0.3 0.6 0.6
H 0.024116 1.480096 1.391163 0.8 0.1 -0.7
H -2.081666 0.271507 1.594927 -0.5 -0.2 1.0
H -1.463118 -0.333750 3.188404 -0.2 0.4 0.3
H -0.893965 -1.348131 0.468201 -0.1 0.8 0.2
H 0.331583 -1.339872 1.623710 -1.5 0.0 -0.4
H 1.014360 3.179528 3.532327 0.2 0.2 -0.3
H 2.397847 2.323519 4.066240 -1.0 -1.0 0.1
H 3.085111 2.773814 2.130551 0.5 0.3 -0.1
H 1.691601 2.706646 1.356018 -0.8 0.8 -1.4
H 2.142757 -2.496849 3.605273 1.4 -0.3 -1.5
H 0.840798 -1.667571 3.496724 -0.8 0.7 -1.6
O 1.386879 -2.178092 4.037567 -0.5 -0.7 3.2
H -2.843612 -1.858922 -2.032544 -0.7 0.1 -0.1
H -3.500465 -2.463384 -0.699224 0.7 0.4 -0.8
O -2.692351 -2.092878 -1.113675 -0.1 -0.5 0.9
H -1.048534 2.507400 -1.767308 0.0 -0.3 0.6
H -0.691492 3.505220 -2.882873 0.0 -0.3 0.0
O -1.054312 2.625300 -2.714646 -0.4 0.4 -0.9
H 4.412661 0.145557 1.742589 0.1 -0.5 1.0
H 3.645646 0.461381 2.965011 -0.4 0.2 0.4
O 4.375260 -0.094955 2.697859 0.6 0.6 -1.1
H -2.143674 -4.160105 -0.510173 -0.2 1.1 -0.3
H -1.698926 -3.195162 0.779436 -0.3 0.6 -0.7
O -1.771767 -4.044910 0.348895 0.8 -2.2 1.7
H -1.748073 -0.833413 -4.074270 -0.9 -0.1 0.3
H -0.918940 0.356502 -4.607846 -0.4 -0.8 -0.2
O -1.027340 -0.617752 -4.649847 0.8 1.1 -0.5
H -3.008657 0.071466 -2.559582 0.3 1.0 0.8
H -4.414970 -0.492889 -2.340461 -1.0 0.2 1.1
O -3.694139 -0.461764 -2.934852 0.7 -0.6 -2.1
H -2.023032 1.158159 0.413623 0.0 0.3 0.5
H -2.274639 2.643422 -0.124440 0.0 -0.8 0.5
O -2.047387 1.724707 -0.351382 -0.1 0.8 -1.2
H 2.156784 -0.781720 1.326775 -0.8 2.5 -0.3
H 2.719004 -1.888634 0.433234 -0.4 0.4 1.3
O 2.547999 -1.614100 1.371120 1.0 -3.0 -1.4
H 1.088374 4.257498 -0.918246 0.2 0.2 -0.9
H 1.156430 2.672361 -1.434956 0.0 2.0 0.9
O 1.062548 3.338696 -0.680761 -0.1 -2.3 -0.1
H 0.356650 -0.928845 -3.704811 0.4 -0.8 -0.1
H 1.514358 -1.968837 -3.330467 -0.3 -0.7 -0.4
O 1.182860 -1.090772 -3.211254 0.3 1.4 0.6
H -1.412405 -3.917833 -2.417443 -0.2 -0.1 1.1
H -0.085235 -4.765413 -1.923669 -0.3 -0.3 1.5
O -0.565091 -4.305787 -2.584137 0.6 0.4 -2.7
H 1.833350 1.489992 -4.195938 0.1 -1.0 -0.2
H 0.256490 1.766278 -3.808441 2.2 0.5 0.0
O 1.191422 2.128241 -3.919804 -1.8 0.6 0.4